Record 1
This record from the OMol25 dataset describes the ion CH5NOP with charge -1. The level of theory is ωB97M-V with the def2-TZVPD basis set.

Element x y z (Å)
O1 2.532 -0.103 0.153
N1 1.235 -0.176 0.164
C1 0.290 0.737 -0.019
P1 -1.426 0.110 0.202
H1 0.961 -1.116 0.604
H2 0.391 1.817 -0.393
H3 -1.586 0.942 -1.105
H4 -0.936 -1.145 1.008
H5 -1.461 -1.065 -0.614

Cartesian forces, eV/Å:
O 0.159 0.701 -0.504
N -0.170 0.223 1.001
C 0.464 -1.026 0.358
P -0.038 -0.879 -0.949
H -0.789 1.697 -1.038
H 0.559 -2.033 0.676
H -0.160 0.419 -0.216
H 0.850 0.360 1.544
H -0.876 0.536 -0.872

Computed properties:
SMILES string: [O-]NC=[PH3]
Net charge: -1
Electronic energy, Eh: -512.28372
Orbital gap (spin up / spin down), eV: 6.84 / 6.85
HOMO level (spin up / spin down), eV: -2.0 / -2.0

Record 2
This record from the OMol25 dataset describes a structure of composition C64H171AsCrF6N15O19. The level of theory is ωB97M-V with the def2-TZVPD basis set.

Element x y z (Å)
Cr1 1.154 -4.196 -3.545
C1 0.489 -3.058 -7.450
C2 0.805 -3.421 -6.017
O1 1.538 -4.327 -5.579
O2 0.264 -2.887 -5.048
H1 -0.585 -3.065 -7.632
H2 1.069 -3.776 -8.031
H3 0.739 -2.024 -7.685
C3 2.764 -7.476 -1.711
C4 2.046 -6.292 -2.334
O3 1.753 -5.249 -1.730
O4 1.664 -6.269 -3.511
H4 2.561 -7.651 -0.654
H5 3.847 -7.436 -1.829
H6 2.384 -8.436 -2.060
As1 -0.240 -0.520 0.199
F1 -0.105 -2.271 -0.248
F2 -0.729 -0.979 1.861
F3 -0.399 1.226 0.515
F4 0.230 -0.215 -1.561
F5 -1.957 -0.565 -0.390
F6 1.476 -0.450 0.590
C5 -5.881 5.013 4.993
C6 -4.817 5.610 4.024
C7 -4.599 4.781 2.699
O5 -3.666 5.486 1.792
C8 -2.259 5.473 2.224
N1 -5.167 6.937 3.667
H7 -5.760 5.487 5.967
H8 -5.919 3.928 5.090
H9 -6.832 5.273 4.528
H10 -3.824 5.673 4.468
H11 -5.521 4.638 2.136
H12 -4.166 3.817 2.968
H13 -2.086 6.133 3.074
H14 -1.654 5.741 1.359
H15 -1.838 4.543 2.606
H16 -5.079 7.546 4.467
H17 -4.543 7.346 2.986
C9 -4.525 -6.223 2.007
C10 -3.374 -5.294 2.503
C11 -3.744 -3.823 2.640
O6 -4.312 -3.444 1.356
C12 -4.696 -2.112 1.506
N2 -3.013 -5.857 3.797
H18 -4.917 -5.988 1.018
H19 -5.265 -6.025 2.782
H20 -4.229 -7.271 1.981
H21 -2.513 -5.414 1.844
H22 -2.861 -3.231 2.880
H23 -4.486 -3.691 3.428
H24 -5.658 -2.120 2.018
H25 -4.894 -1.699 0.517
H26 -4.087 -1.379 2.036
H27 -3.815 -5.702 4.391
H28 -2.241 -5.274 4.090
C13 0.026 7.525 -0.814
C14 1.330 7.414 0.088
C15 1.566 6.034 0.795
O7 2.850 6.143 1.446
C16 3.003 5.349 2.637
N3 2.437 7.791 -0.778
H29 0.040 8.458 -1.376
H30 -0.939 7.507 -0.306
H31 -0.024 6.751 -1.580
H32 1.129 8.253 0.755
H33 1.502 5.249 0.041
H34 0.813 5.698 1.508
H35 3.976 5.582 3.067
H36 2.910 4.285 2.416
H37 2.271 5.755 3.335
H38 2.363 7.111 -1.521
H39 3.249 7.498 -0.255
C17 -2.702 5.991 -4.492
C18 -1.810 4.740 -4.249
C19 -2.505 3.517 -3.644
O8 -3.512 3.778 -2.596
C20 -2.995 4.385 -1.453
N4 -1.231 4.503 -5.522
H40 -3.616 5.627 -4.962
H41 -2.228 6.762 -5.098
H42 -2.900 6.485 -3.541
H43 -1.128 5.087 -3.472
H44 -1.765 2.782 -3.324
H45 -3.062 2.904 -4.353
H46 -2.682 5.386 -1.750
H47 -2.119 3.871 -1.056
H48 -3.669 4.426 -0.598
H49 -0.639 3.684 -5.526
H50 -0.830 5.292 -6.008
C21 -4.577 1.639 0.405
C22 -6.066 1.318 0.646
C23 -6.574 1.535 2.076
O9 -5.817 0.627 2.917
C24 -6.093 0.811 4.290
N5 -6.866 1.745 -0.525
H51 -4.371 1.392 -0.636
H52 -3.870 1.041 0.980
H53 -4.274 2.670 0.587
H54 -6.097 0.230 0.587
H55 -7.644 1.330 2.063
H56 -6.395 2.579 2.333
H57 -5.547 0.063 4.866
H58 -7.160 0.706 4.488
H59 -5.748 1.807 4.568
H60 -6.778 2.735 -0.703
H61 -6.440 1.529 -1.415
C25 1.553 -6.281 2.286
C26 0.700 -5.083 2.045
C27 0.449 -4.193 3.238
O10 -0.245 -4.818 4.291
C28 -0.726 -3.894 5.299
N6 1.257 -4.233 0.975
H62 1.646 -6.744 1.303
H63 1.154 -7.000 3.001
H64 2.516 -5.877 2.597
H65 -0.283 -5.465 1.767
H66 -0.213 -3.394 2.905
H67 1.358 -3.714 3.603
H68 0.168 -3.435 5.723
H69 -1.199 -4.479 6.087
H70 -1.487 -3.160 5.033
H71 0.520 -3.611 0.672
H72 1.421 -4.808 0.161
C29 6.974 1.209 -4.282
C30 6.442 2.531 -3.625
C31 5.502 2.292 -2.355
O11 5.248 3.489 -1.684
C32 4.612 3.384 -0.377
N7 7.618 3.246 -3.214
H73 7.728 0.613 -3.768
H74 7.454 1.537 -5.204
H75 6.228 0.573 -4.758
H76 5.946 3.267 -4.258
H77 5.913 1.485 -1.749
H78 4.524 2.020 -2.751
H79 3.591 3.042 -0.545
H80 4.521 4.345 0.128
H81 5.201 2.695 0.229
H82 7.330 4.050 -2.675
H83 8.141 2.655 -2.583
C33 3.511 -0.507 -2.893
C34 2.892 -1.820 -3.297
C35 4.049 -2.780 -3.556
O12 3.552 -4.108 -3.763
C36 4.646 -4.942 -4.244
N8 1.797 -2.411 -2.576
H84 2.838 0.335 -2.732
H85 4.288 -0.195 -3.591
H86 3.899 -0.615 -1.880
H87 2.468 -1.668 -4.289
H88 4.722 -2.836 -2.700
H89 4.642 -2.432 -4.402
H90 5.367 -5.156 -3.455
H91 5.143 -4.445 -5.077
H92 4.425 -5.928 -4.652
H93 1.288 -1.573 -2.333
H94 2.383 -2.432 -1.754
C37 -2.987 -2.551 -4.959
C38 -2.532 -1.374 -4.111
C39 -3.548 -0.238 -4.228
O13 -4.876 -0.685 -3.730
C40 -5.874 0.361 -3.699
N9 -2.518 -1.779 -2.715
H95 -3.096 -2.225 -5.993
H96 -3.980 -2.873 -4.646
H97 -2.302 -3.395 -4.877
H98 -1.552 -1.055 -4.464
H99 -3.657 0.209 -5.217
H100 -3.272 0.555 -3.532
H101 -6.815 -0.004 -3.288
H102 -6.187 0.633 -4.707
H103 -5.555 1.205 -3.086
H104 -2.242 -1.074 -2.046
H105 -3.511 -1.759 -2.535
C41 -2.581 -4.757 -1.164
C42 -1.322 -5.006 -2.028
C43 -1.750 -5.714 -3.371
O14 -0.761 -5.543 -4.361
C44 -0.982 -6.485 -5.426
N10 -0.630 -3.793 -2.320
H106 -2.348 -4.373 -0.171
H107 -3.084 -5.705 -0.977
H108 -3.314 -4.120 -1.657
H109 -0.671 -5.670 -1.461
H110 -2.730 -5.428 -3.755
H111 -1.883 -6.791 -3.266
H112 -1.117 -7.521 -5.117
H113 -0.134 -6.518 -6.110
H114 -1.813 -6.182 -6.062
H115 -1.339 -3.170 -2.679
H116 -0.648 -3.391 -1.393
C45 2.589 -0.938 4.568
C46 3.202 0.421 4.823
C47 3.890 0.862 3.523
O15 5.171 0.230 3.386
C48 5.985 0.683 2.328
N11 2.110 1.286 5.282
H117 1.819 -0.825 3.805
H118 2.074 -1.161 5.502
H119 3.330 -1.714 4.377
H120 3.968 0.418 5.599
H121 3.976 1.945 3.600
H122 3.256 0.630 2.667
H123 5.533 0.606 1.339
H124 6.864 0.039 2.359
H125 6.400 1.670 2.532
H126 2.303 2.217 5.621
H127 1.303 1.132 4.695
C49 -2.653 1.220 3.931
C50 -1.301 1.070 4.626
C51 -1.177 -0.224 5.519
O16 -1.995 0.035 6.639
C52 -2.149 -1.062 7.538
N12 -0.277 1.118 3.613
H128 -2.687 2.052 3.228
H129 -3.478 1.259 4.642
H130 -2.939 0.286 3.448
H131 -1.108 1.837 5.376
H132 -0.186 -0.460 5.909
H133 -1.367 -1.103 4.904
H134 -2.639 -1.865 6.986
H135 -2.804 -0.858 8.385
H136 -1.196 -1.382 7.960
H137 -0.512 1.846 2.954
H138 -0.398 0.236 3.137
C53 4.556 -3.284 1.919
C54 4.656 -3.486 0.385
C55 4.900 -4.908 -0.124
O17 5.973 -5.481 0.515
C56 6.077 -6.824 0.360
N13 3.475 -2.859 -0.064
H139 3.643 -3.705 2.339
H140 4.557 -2.233 2.209
H141 5.384 -3.799 2.407
H142 5.553 -3.034 -0.038
H143 5.188 -4.988 -1.172
H144 4.055 -5.593 -0.054
H145 6.149 -7.012 -0.711
H146 5.279 -7.365 0.868
H147 7.068 -7.055 0.750
H148 2.771 -3.554 0.143
H149 3.256 -2.099 0.564
C57 -0.560 2.289 -8.319
C58 0.782 1.786 -7.753
C59 0.527 0.887 -6.552
O18 0.308 1.697 -5.398
C60 0.357 1.038 -4.185
N14 1.571 1.033 -8.744
H150 -0.341 2.965 -9.145
H151 -1.221 2.867 -7.673
H152 -1.149 1.482 -8.755
H153 1.330 2.684 -7.469
H154 1.440 0.311 -6.396
H155 -0.293 0.194 -6.739
H156 -0.619 0.639 -3.907
H157 0.583 1.818 -3.457
H158 1.138 0.286 -4.077
H159 2.465 0.887 -8.298
H160 1.743 1.573 -9.581
C61 -0.122 4.370 5.303
C62 0.438 4.121 6.695
C63 1.923 4.682 6.825
O19 2.755 4.104 5.822
C64 4.168 4.263 5.943
N15 -0.435 4.592 7.728
H161 0.045 5.409 5.017
H162 -1.168 4.107 5.146
H163 0.458 3.868 4.528
H164 0.429 3.033 6.756
H165 2.345 4.401 7.790
H166 1.889 5.771 6.810
H167 4.542 5.271 6.121
H168 4.736 3.740 5.174
H169 4.454 3.752 6.863
H170 0.072 4.463 8.592
H171 -1.218 3.955 7.743

Cartesian forces, eV/Å:
Cr -1.611 1.187 1.619
C 0.618 -0.332 0.573
C -0.242 -0.523 0.616
O 2.974 -2.661 -2.751
O -2.620 3.258 2.428
H 0.003 -0.600 0.130
H -0.365 0.283 -0.513
H 0.539 -0.040 0.139
C -0.536 -0.656 0.469
C -0.112 -0.891 -0.247
O 0.309 2.185 2.049
O 0.251 -1.779 -2.450
H 0.068 0.995 0.295
H -0.099 0.132 -0.219
H 0.157 0.216 -0.978
As -0.568 0.648 -1.343
F -0.213 2.106 0.872
F 0.438 0.040 -2.022
F 0.104 -1.801 -0.234
F -0.494 -0.018 1.764
F 1.842 0.218 1.443
F -1.312 -0.273 -0.004
C 0.391 0.478 -1.158
C 0.755 -1.644 -0.834
C 1.013 1.295 0.538
O 0.657 -1.088 1.269
C -1.030 0.139 -0.053
N -0.974 1.619 -0.179
H -0.272 -0.115 0.015
H 0.596 0.018 0.066
H -0.205 0.244 0.334
H 0.224 -0.738 0.582
H 0.039 0.196 -0.011
H -0.048 -0.208 -0.067
H -0.110 0.587 -0.217
H -0.216 0.282 0.069
H -0.647 -0.769 -0.269
H -0.253 0.076 0.248
H 0.127 -0.358 -0.339
C 0.412 1.218 -0.015
C -0.487 -1.483 -0.295
C -0.533 -1.396 -1.990
O 1.737 0.367 1.755
C -1.975 0.813 -0.978
N 0.415 0.368 -0.362
H -0.080 0.338 0.152
H -0.646 -0.542 -0.263
H 0.159 0.142 0.394
H 0.104 0.202 -0.065
H 0.132 0.232 -0.066
H -0.248 0.055 0.169
H -0.256 0.313 0.250
H 0.117 0.017 -0.131
H 0.778 -0.485 0.105
H 0.020 -0.014 0.511
H 0.245 -0.345 0.734
C 0.534 -0.591 0.112
C -2.480 0.390 -0.591
C 0.239 1.110 0.092
O -0.201 -0.578 -0.446
C -0.349 1.201 -0.621
N -0.099 -0.674 0.429
H 0.316 0.144 0.213
H 0.182 -0.145 0.446
H 0.145 -0.337 -0.037
H 0.585 -0.351 0.817
H 0.662 -0.213 -0.384
H -0.276 0.623 0.384
H 0.110 -0.146 -0.276
H -0.170 -0.078 0.269
H -0.243 -0.704 0.341
H 0.382 -0.020 -0.666
H 0.640 0.232 -0.059
C -0.460 -0.843 0.951
C -0.815 2.407 0.513
C -1.463 -0.378 0.281
O 0.675 -0.883 -1.297
C 0.966 0.631 0.219
N 0.350 -1.709 -0.758
H -0.168 0.456 -0.021
H 0.223 -0.356 -0.239
H -0.476 -0.071 -0.009
H 0.756 -0.145 0.131
H 0.388 0.214 0.710
H -0.253 0.582 -0.537
H 0.058 0.350 0.575
H 0.371 -0.304 -0.124
H -0.535 0.055 -0.536
H 0.357 0.051 -0.265
H 0.045 -0.071 0.431
C 0.208 -0.093 0.295
C 1.481 -1.443 -1.130
C 0.594 0.101 -0.914
O -0.719 0.535 -0.850
C 0.038 0.191 -0.392
N -0.773 1.091 0.551
H 0.135 0.174 -0.104
H -0.242 -0.208 0.266
H -0.333 0.258 -0.084
H -0.081 -0.245 -0.121
H -0.131 -0.125 0.433
H -0.058 0.096 0.571
H 0.035 0.000 -0.136
H -0.154 0.050 0.121
H -0.107 0.096 0.385
H -0.379 0.886 0.995
H 0.391 -1.440 0.267
C 0.654 0.258 -0.213
C -1.106 0.191 0.046
C -0.531 1.045 0.204
O -0.892 -0.098 0.710
C 1.090 -1.142 0.185
N -0.701 -0.882 0.934
H 0.307 -0.411 0.090
H -0.002 0.221 0.012
H 0.358 -0.513 0.116
H -0.388 -0.035 -0.177
H 0.106 0.489 -0.405
H 0.404 -0.044 0.048
H -0.171 0.530 0.143
H 0.178 -0.311 -0.065
H 0.239 0.071 -0.852
H 0.222 0.165 0.240
H 0.069 -0.371 -0.230
C -0.945 1.182 -1.647
C 0.065 -0.756 2.049
C -0.672 -0.077 -1.920
O 0.654 1.332 1.309
C 0.280 -0.442 -1.408
N 0.878 0.354 0.199
H -0.344 0.267 0.588
H 0.524 0.286 0.082
H -0.474 -0.279 0.747
H -0.439 -0.753 -0.623
H 0.126 -0.001 0.387
H -0.134 -0.861 -0.071
H -0.108 -0.430 0.259
H 0.440 0.187 -0.421
H -0.239 -0.097 0.193
H 0.042 0.221 0.119
H 0.316 0.001 0.189
C -0.344 0.430 1.635
C 1.094 0.296 -4.616
C -0.140 -0.655 0.945
O 0.951 -0.588 -0.740
C 0.020 0.113 -0.172
N 1.507 0.837 0.575
H -0.439 -0.132 -0.548
H -0.012 -0.174 0.107
H 0.673 -0.123 0.033
H 0.055 0.271 -0.515
H 0.107 0.197 0.292
H -0.139 -0.025 -0.254
H 0.058 0.470 0.265
H 0.108 0.312 0.124
H -1.265 0.185 0.261
H -1.660 -0.142 -0.174
H -0.402 -1.890 2.184
C -0.216 -0.018 -0.053
C -0.842 0.248 -0.353
C -1.359 0.610 0.752
O 0.405 0.476 -0.520
C 0.307 -0.888 -0.295
N -0.531 -0.270 -0.031
H 0.209 -0.160 -0.171
H -0.037 -0.041 0.136
H 0.088 0.122 -0.169
H -0.024 0.096 0.130
H -0.013 -0.196 -0.274
H 0.353 0.303 -0.043
H 0.334 -0.542 0.445
H 0.536 0.491 -0.216
H 0.266 0.229 -0.347
H 0.745 0.361 -0.450
H -0.542 -0.818 0.517
C 0.080 -0.654 -0.204
C -2.139 -2.136 -0.869
C 0.079 -0.424 0.875
O -0.112 -0.530 -0.731
C 0.676 0.447 -0.753
N 0.988 -0.770 -0.141
H 0.108 0.322 -0.151
H 0.001 -0.200 -0.034
H 0.226 0.175 0.055
H 0.168 -0.095 -0.161
H -0.142 0.823 0.086
H 0.151 -0.231 0.741
H -0.167 0.122 0.601
H 0.356 0.416 0.398
H -0.421 0.103 0.296
H -0.509 0.888 -1.168
H 1.401 0.470 0.103
C -0.064 -0.015 1.345
C -0.144 0.491 -0.282
C 0.415 0.530 0.268
O -0.676 0.076 0.128
C 0.527 -0.476 0.750
N 0.747 -1.196 0.114
H 0.171 -0.296 -0.298
H -0.126 -0.520 0.009
H -0.139 0.046 -0.358
H 0.172 -0.333 0.044
H 0.384 0.355 -0.288
H -0.129 -0.029 -0.250
H -0.256 0.142 -0.047
H -0.042 -0.223 -0.221
H -0.389 0.486 -0.191
H 0.118 -0.105 -0.600
H -0.242 0.823 -0.113
C -0.785 -0.919 1.334
C 0.009 -0.369 1.066
C 0.310 0.943 -0.493
O -0.919 -0.367 0.632
C -0.069 -0.054 -0.736
N 0.464 -0.618 0.240
H 0.024 -0.061 0.063
H 0.052 0.725 0.249
H 0.463 -0.054 -0.707
H -0.266 0.439 -0.194
H 0.606 0.699 -0.253
H -1.083 -0.304 0.039
H 0.191 -0.458 0.045
H -0.014 0.717 -0.228
H 0.243 -0.142 -0.183
H 0.115 0.011 -0.229
H 0.397 0.252 -0.493
C 1.474 -1.381 0.215
C 1.474 0.102 1.402
C -1.169 -0.620 -0.434
O 0.820 1.994 2.079
C 1.184 -0.594 -0.431
N -1.102 0.286 -2.520
H -0.179 -0.143 -0.371
H 0.241 0.110 -0.273
H 0.147 0.197 0.325
H 0.202 0.865 0.419
H -0.463 0.841 -0.760
H -0.691 0.148 0.403
H -0.396 -0.742 -0.369
H -0.091 -0.299 -0.126
H -0.194 -0.540 0.274
H -0.588 0.331 0.060
H -0.096 0.174 -0.074
C 0.356 0.031 -1.016
C -1.313 0.538 -0.275
C 0.825 0.559 0.394
O 0.148 0.143 -1.686
C -0.285 0.473 1.283
N -0.514 -0.216 0.512
H 0.017 0.098 -0.215
H 0.387 -0.215 0.541
H 0.053 -0.248 0.100
H 0.106 0.010 0.600
H 0.146 -0.385 0.230
H -0.208 -0.064 0.008
H 0.050 -0.324 0.012
H 0.015 -0.057 0.264
H -0.042 -0.225 -0.425
H 0.322 -0.201 -0.232
H -0.108 0.156 -0.064
C 0.727 0.953 -0.766
C 1.198 -1.054 -1.574
C -0.787 -0.878 0.204
O -0.067 0.693 -0.944
C -0.244 -0.544 1.757
N 0.102 0.945 0.474
H -0.471 0.439 0.196
H -0.056 0.034 0.378
H 0.093 -0.563 0.212
H 0.908 -0.374 0.109
H -0.120 -0.113 0.401
H 0.082 0.233 -0.381
H -0.394 0.403 -0.605
H -0.602 0.263 -0.446
H 0.187 -0.244 0.324
H -0.264 0.037 0.464
H -0.260 0.086 0.226

Computed properties:
Electronic energy, Eh: -8671.16692
Spin multiplicity: 4
Orbital gap (spin up / spin down), eV: 7.18 / 7.93
HOMO level (spin up / spin down), eV: -8.0 / -8.0

Record 3
This record from the OMol25 dataset describes a cluster of 2 separate species, C3H9NO2S2 in total. The level of theory is ωB97M-V with the def2-TZVPD basis set.

Element x y z (Å)
O1 2.285 2.827 2.825
C1 1.847 2.312 1.836
N1 0.676 1.575 1.819
C2 0.207 0.844 0.659
C3 -1.173 0.239 0.836
S1 -1.399 -0.690 -0.719
S2 -3.382 -0.559 -1.090
H1 2.336 2.343 0.809
H2 0.120 1.381 2.633
H3 0.287 1.574 -0.182
H4 0.992 0.074 0.433
H5 -1.949 0.984 0.997
H6 -1.268 -0.379 1.747
H7 -3.617 0.585 -1.747
O2 5.080 -4.205 -3.045
H8 4.606 -3.469 -2.611
H9 5.737 -3.712 -3.551

Cartesian forces, eV/Å:
O 0.476 0.437 0.211
C -1.108 -1.032 -0.479
N -0.095 0.031 -0.116
C 1.978 0.659 -0.664
C 0.199 0.046 0.217
S -0.184 0.313 0.112
S -0.874 -0.731 0.260
H -0.382 0.065 0.851
H 0.572 0.498 0.634
H -0.662 -0.781 0.206
H -0.961 0.122 -0.029
H 0.001 0.289 -0.568
H 0.442 -0.226 -0.533
H 0.596 0.312 -0.100
O -0.201 0.995 0.225
H 0.097 -0.686 -0.123
H 0.105 -0.311 -0.104

Computed properties:
SMILES string: O=CNCCSS.O
Electronic energy, Eh: -1121.30228
Orbital gap, eV: 9.90
HOMO level, eV: -9.6

Among the records above, which one has the highest electronic energy?
CH5NOP